# 1
This record from the Open Molecules 2025 dataset describes a 4-piece molecular cluster, C29H63NO14 overall in a non-equilibrium geometry. The level of theory is ωB97M-V with the def2-TZVPD basis set.

Net charge: 0
SMILES: CCN(CCCO)C(=O)OCCCCOC=O.COCCOCCOC.COCCOCCOC.COCCOCCOC
Calculated total energy, eV: -61244.17013
Lowest unoccupied orbital energy, eV: 0.30

Each line ends with the Mulliken charge.
Element x y z (Å)
C (-1.66630, -0.26733, -5.70494)  -0.5643
C (-2.44671, -1.34464, -4.94607)  -0.7560
N (-2.05852, -1.58237, -3.54177)  0.2643
C (-1.52758, -0.40665, -2.83002)  0.0984
C (-1.51953, -0.54138, -1.29457)  0.1893
C (-0.47109, 0.43960, -0.72254)  -0.1595
O (-1.00444, 1.09410, 0.42241)  -0.5652
C (-1.29477, -2.74411, -3.34131)  0.5046
O (-1.36504, -3.45593, -2.39080)  -0.5711
O (-0.44002, -2.99759, -4.37512)  -0.3288
C (0.85706, -3.47743, -3.98464)  -0.8710
C (1.79630, -2.33724, -3.55984)  0.2986
C (3.19234, -2.37353, -4.21692)  -0.7560
C (3.80699, -0.97190, -4.26316)  -0.3327
O (5.11888, -1.07120, -4.84025)  -0.2972
C (5.94615, -0.03914, -4.63863)  0.2992
O (6.88775, 0.18051, -5.30554)  -0.4507
H (-1.80770, -0.41319, -6.79142)  0.3772
H (-0.58512, -0.33036, -5.49732)  0.1374
H (-2.00611, 0.75414, -5.45382)  0.0086
H (-2.35617, -2.29951, -5.48718)  0.4916
H (-3.52360, -1.09053, -4.94454)  0.3733
H (-2.18914, 0.44028, -3.09555)  -0.6626
H (-0.50835, -0.14562, -3.19152)  0.2215
H (-1.29957, -1.57439, -0.99485)  0.2648
H (-2.48914, -0.22421, -0.88114)  0.1142
H (-0.24665, 1.20920, -1.48959)  -0.0097
H (0.48221, -0.07180, -0.47903)  0.2201
H (-0.32100, 1.18409, 1.11943)  0.1865
H (1.25419, -4.00106, -4.87300)  0.4064
H (0.72781, -4.22784, -3.18990)  0.3223
H (1.89886, -2.30874, -2.46065)  0.3895
H (1.29533, -1.39061, -3.85626)  -0.1791
H (3.11407, -2.75755, -5.24795)  0.3264
H (3.87768, -3.02558, -3.64903)  0.2435
H (3.18889, -0.29590, -4.88231)  0.3095
H (3.87183, -0.53525, -3.24634)  0.2068
H (5.67071, 0.56821, -3.75319)  0.2315
C (5.45736, 0.22050, 0.76888)  -0.7145
O (4.70928, 1.21180, 1.43237)  -0.2900
C (3.58575, 1.62182, 0.68129)  -0.2786
C (2.65483, 2.46495, 1.52241)  -0.6049
O (1.81357, 1.70497, 2.37717)  -0.2130
C (2.38283, 1.21587, 3.58390)  -0.2104
C (2.50976, 2.24735, 4.67810)  -0.7121
O (3.67388, 3.02653, 4.48464)  -0.2487
C (3.69354, 4.16366, 5.31766)  -0.7930
H (5.81737, 0.57488, -0.20547)  0.2758
H (6.31461, -0.01690, 1.39492)  0.2400
H (4.86445, -0.68939, 0.61301)  0.3001
H (3.03805, 0.74213, 0.31182)  0.0812
H (3.91366, 2.21272, -0.18719)  0.4653
H (1.97730, 2.98569, 0.84398)  0.4081
H (3.22198, 3.20757, 2.08843)  0.2929
H (3.34548, 0.73429, 3.39872)  0.2895
H (1.66625, 0.45831, 3.91060)  0.0689
H (2.56252, 1.73290, 5.64758)  0.4539
H (1.61814, 2.88855, 4.67495)  0.3364
H (2.85705, 4.83613, 5.09448)  0.3275
H (4.62982, 4.68637, 5.13378)  0.2317
H (3.64390, 3.88538, 6.37689)  0.3125
C (-6.68421, 4.48988, -3.71062)  -0.7940
O (-5.62523, 4.04852, -2.89407)  -0.2461
C (-5.63198, 2.64389, -2.72837)  -0.8597
C (-4.34271, 2.17548, -2.09397)  -0.5192
O (-3.26182, 2.06520, -3.00962)  -0.2261
C (-2.61140, 3.27741, -3.36790)  -0.9296
C (-1.66269, 3.78315, -2.30513)  0.4140
O (-2.34111, 4.49997, -1.28948)  -0.3582
C (-1.51551, 4.61495, -0.15127)  -0.5988
H (-7.65792, 4.20599, -3.29338)  0.3097
H (-6.62616, 5.57528, -3.76278)  0.2319
H (-6.60638, 4.07751, -4.72367)  0.3296
H (-5.75514, 2.14942, -3.70161)  0.3335
H (-6.47318, 2.35052, -2.08410)  0.4710
H (-4.50622, 1.16215, -1.72057)  0.3941
H (-4.08091, 2.81719, -1.24941)  0.3233
H (-3.32831, 4.05542, -3.64074)  0.4733
H (-2.01888, 3.02548, -4.25054)  0.4523
H (-0.91041, 4.43913, -2.76896)  0.5024
H (-1.14417, 2.91852, -1.86952)  -0.5191
H (-1.29259, 3.62757, 0.27071)  0.1430
H (-2.02690, 5.20837, 0.60473)  0.3401
H (-0.56403, 5.10779, -0.39356)  0.3099
C (-0.59365, -6.34401, 7.39780)  -0.7696
O (-0.92360, -5.29057, 6.52372)  -0.2392
C (-1.52100, -4.20302, 7.20314)  -0.5922
C (-1.60300, -2.99159, 6.30234)  -0.4574
O (-0.38778, -2.26541, 6.20564)  -0.4345
C (0.59521, -2.81098, 5.34207)  -0.5393
C (0.33009, -2.54969, 3.87901)  -0.5133
O (-0.61274, -3.45911, 3.32765)  -0.3588
C (-1.07071, -3.04053, 2.04545)  -0.8417
H (-1.47929, -6.72221, 7.92262)  0.3092
H (-0.17066, -7.14678, 6.79708)  0.2291
H (0.14437, -6.02749, 8.14444)  0.3157
H (-0.93547, -3.94793, 8.09672)  0.3358
H (-2.53598, -4.47928, 7.52332)  0.4482
H (-2.31683, -2.29562, 6.74710)  0.3822
H (-1.97083, -3.28237, 5.31463)  0.2377
H (0.73002, -3.88187, 5.51504)  0.2441
H (1.52295, -2.29866, 5.60604)  0.4329
H (1.27296, -2.63619, 3.31571)  0.4974
H (-0.04236, -1.52356, 3.74765)  0.3058
H (-1.60803, -2.08719, 2.10682)  0.3494
H (-1.73942, -3.80296, 1.65329)  0.3826
H (-0.22834, -2.91542, 1.35252)  0.2985

Atomic forces in eV per Å
0.18 0.20 -0.22
-0.36 -0.04 -0.17
0.03 -0.24 -0.20
-0.45 0.15 0.08
0.43 0.41 -0.18
0.07 -0.02 -0.14
0.56 -0.02 0.75
-0.15 0.58 -0.67
0.18 -0.31 0.96
0.54 0.35 -0.10
0.19 -0.97 -0.15
-0.15 0.52 -0.05
0.03 0.12 0.12
-0.21 -0.09 0.26
-0.42 -0.18 -0.20
-1.02 0.07 1.12
1.26 0.16 -0.87
0.04 0.11 0.47
-0.38 -0.04 -0.14
0.15 -0.47 -0.05
-0.06 0.35 0.26
0.43 -0.02 -0.01
0.56 -0.56 0.15
-0.27 -0.21 0.14
-0.20 0.34 0.03
0.24 -0.32 -0.16
0.03 -0.34 0.28
-0.41 0.15 -0.11
-0.40 -0.07 -0.62
-0.21 0.32 0.35
0.07 0.27 -0.24
-0.08 0.02 -0.39
0.23 -0.43 0.13
0.09 0.11 0.37
-0.26 0.12 -0.32
0.23 -0.27 0.19
0.00 -0.18 -0.35
-0.08 0.00 -0.08
0.05 0.04 -0.01
-0.10 -0.07 0.03
0.05 -0.02 -0.01
0.03 0.02 0.02
-0.12 0.08 -0.19
-0.20 -0.27 -0.01
0.05 0.07 -0.05
-0.08 0.08 -0.06
0.07 -0.03 0.02
0.00 0.00 0.01
0.00 0.00 -0.01
-0.01 0.01 0.00
-0.02 0.03 -0.02
0.00 -0.04 -0.02
-0.03 0.05 0.00
0.04 -0.03 -0.01
0.03 0.06 0.01
0.11 -0.02 0.11
-0.03 0.02 0.02
-0.01 -0.03 0.02
-0.01 -0.01 0.00
-0.01 0.00 0.00
0.00 -0.01 0.00
-0.04 0.05 0.05
0.07 -0.06 -0.09
-0.01 0.05 -0.01
-0.09 -0.05 0.11
-0.27 0.41 -0.04
0.06 0.09 -0.02
0.01 0.04 0.02
0.08 -0.19 -0.03
0.15 -0.01 0.25
0.01 0.00 0.00
0.00 -0.01 0.00
0.00 -0.02 0.01
-0.01 -0.03 0.02
-0.02 -0.01 -0.03
0.03 0.00 0.01
0.00 0.03 -0.04
-0.03 -0.04 0.04
0.00 0.03 -0.02
0.01 -0.05 -0.01
-0.02 0.11 -0.02
-0.02 0.02 -0.05
-0.11 0.03 -0.12
-0.05 0.04 -0.04
-0.04 -0.04 -0.04
0.08 0.06 0.05
0.02 -0.04 -0.02
-0.09 0.02 0.00
0.00 -0.04 0.01
-0.01 -0.06 -0.03
-0.15 0.01 -0.57
-0.14 0.17 -0.08
0.29 0.00 0.30
0.00 0.01 0.00
0.00 0.00 0.01
-0.01 0.01 0.00
-0.02 0.01 0.01
0.01 -0.01 0.03
0.00 0.01 -0.02
0.03 -0.03 0.02
-0.04 0.01 -0.03
0.00 -0.02 0.00
0.01 0.04 0.07
0.06 0.03 0.10
0.01 0.00 0.03
0.03 -0.04 0.08
-0.03 -0.03 0.00

# 2
This record from the Open Molecules 2025 dataset describes C29H64F2N7O24S5 as an isolated structure in a non-equilibrium geometry. The level of theory is ωB97M-V with the def2-TZVPD basis set.

Net charge: -1
Calculated total energy, eV: -150282.29398
Lowest unoccupied orbital energy, eV: 1.23

Each line ends with the Mulliken charge.
Element x y z (Å)
N (18.19529, 6.54105, -18.06429)  -0.0636
S (18.64247, 5.31371, -18.76139)  0.9658
O (19.04284, 5.55091, -20.15250)  -0.6077
O (18.17683, 3.98709, -18.35246)  -0.5824
F (20.14586, 5.28350, -18.18019)  -0.3288
S (16.67152, 6.40064, -18.75993)  1.0319
O (15.73897, 5.33058, -18.27835)  -0.5726
O (16.52256, 6.89225, -20.10043)  -0.5462
F (16.09443, 7.62277, -17.87037)  -0.3006
C (20.35434, 9.31385, -13.73646)  0.7480
O (20.72008, 9.72411, -12.64616)  -0.6828
N (19.12373, 9.34355, -14.11691)  -0.3411
N (21.03440, 8.44684, -14.45210)  -0.3620
H (18.44290, 9.91314, -13.63511)  0.1950
H (18.89888, 8.72181, -14.88045)  0.1103
H (20.52861, 8.27471, -15.30922)  0.1385
H (21.94700, 8.13852, -14.14848)  0.1976
C (23.15525, -0.79567, -15.12781)  0.7222
O (23.78968, -1.72688, -14.64590)  -0.6746
N (21.98231, -0.97398, -15.52942)  -0.3640
N (23.60610, 0.33533, -15.67236)  -0.4354
H (21.49871, -1.80048, -15.20826)  0.1913
H (21.50353, -0.33957, -16.15261)  0.1403
H (22.97066, 0.97664, -16.12516)  0.1927
H (24.60929, 0.31313, -15.55743)  0.2286
C (21.50115, 11.69834, -18.95374)  0.6260
O (22.01814, 12.80141, -18.88081)  -0.6948
N (20.29922, 11.40863, -18.60377)  -0.3651
N (22.18781, 10.76024, -19.49469)  -0.3517
H (20.12952, 10.41872, -18.49702)  0.1862
H (19.80581, 12.08065, -18.03366)  0.2425
H (23.07641, 11.01654, -19.90065)  0.1954
H (21.98724, 9.77255, -19.42882)  0.1618
C (18.12920, 12.24565, -25.91323)  -0.4346
C (17.13812, 12.28407, -24.84741)  -0.2191
O (16.09740, 13.12789, -25.26546)  -0.3332
S (16.27059, 13.42307, -26.95170)  1.0810
O (16.81119, 14.75525, -27.16771)  -0.5209
O (15.04780, 13.06920, -27.68086)  -0.5216
O (17.38941, 12.25940, -27.11133)  -0.2908
H (18.73990, 11.35948, -25.74042)  0.3078
H (18.79436, 13.10075, -26.03351)  0.3157
H (17.56336, 12.46407, -23.86007)  0.3442
H (16.80017, 11.24999, -24.77987)  0.2714
C (16.15511, -2.42784, -16.75497)  -0.2472
C (14.67119, -2.58904, -17.24082)  -0.2512
O (14.04273, -3.37834, -16.32937)  -0.3594
S (15.03362, -4.08516, -15.13946)  1.1032
O (14.73709, -5.48126, -15.01241)  -0.4996
O (14.93189, -3.14732, -14.05456)  -0.4878
O (16.33099, -3.73660, -16.08319)  -0.3341
H (16.20799, -1.64093, -16.00259)  0.2726
H (16.86222, -2.33401, -17.57918)  0.2977
H (14.60212, -3.29380, -18.06946)  0.2244
H (14.04686, -1.71396, -17.42113)  0.2813
C (17.05916, 3.49096, -12.53354)  -0.2240
C (17.26836, 4.43714, -11.23065)  -0.3326
O (17.08830, 3.48972, -10.24354)  -0.3230
S (15.67982, 2.63196, -10.48220)  1.0929
O (14.51236, 3.42002, -10.06666)  -0.5223
O (15.71508, 1.22514, -10.13308)  -0.5032
O (15.92368, 2.71702, -12.10687)  -0.3062
H (17.99735, 3.02774, -12.83902)  0.2860
H (16.69479, 4.08599, -13.37096)  0.2747
H (16.52176, 5.23071, -11.19993)  0.2787
H (18.29875, 4.74036, -11.04497)  0.2778
C (8.35135, 5.36072, -14.06561)  -0.4760
C (9.76204, 5.18367, -14.39917)  -0.3877
C (9.98299, 3.82253, -15.06756)  -0.3579
O (8.72600, 3.18012, -14.83273)  -0.4342
C (7.63379, 4.13134, -14.75678)  -0.4119
H (8.01538, 6.32615, -14.44398)  0.2586
H (8.11111, 5.36059, -13.00241)  0.2644
H (10.36077, 5.26486, -13.49196)  0.2202
H (10.10255, 5.90961, -15.13753)  0.2797
H (10.74902, 3.24148, -14.55405)  0.2149
H (10.21890, 3.88041, -16.13015)  0.2714
H (6.76001, 3.78169, -14.20692)  0.3098
H (7.16091, 4.35215, -15.71372)  0.2491
C (22.57731, -1.93604, -22.14377)  -0.5825
C (22.09828, -0.56256, -22.45421)  -0.5983
C (22.74455, -0.21158, -23.75178)  -0.3183
O (23.19259, -1.48097, -24.32424)  -0.4061
C (22.62790, -2.58133, -23.55690)  -0.4420
H (21.95224, -2.48839, -21.44213)  0.3623
H (23.59068, -1.82000, -21.75946)  0.2803
H (21.95379, 0.02656, -21.54857)  0.3914
H (21.07681, -0.80591, -22.74660)  0.2227
H (23.71350, 0.26529, -23.60401)  0.2384
H (22.05872, 0.35105, -24.38518)  0.2752
H (23.29694, -3.43810, -23.47668)  0.2863
H (21.73533, -3.08381, -23.92964)  0.2903
C (25.27119, 5.83872, -23.40314)  -0.4901
C (25.79943, 7.27381, -23.41141)  -0.4869
C (27.00695, 7.18386, -22.58933)  -0.4632
O (26.62778, 6.36395, -21.58279)  -0.4220
C (25.79837, 5.23903, -22.04330)  -0.3759
H (25.77137, 5.28415, -24.19710)  0.2677
H (24.18163, 5.80966, -23.41404)  0.3046
H (25.15950, 8.03474, -22.96467)  0.2216
H (26.06214, 7.73173, -24.36503)  0.3209
H (27.48156, 8.10726, -22.25740)  0.3336
H (27.80481, 6.68078, -23.13563)  0.2749
H (24.98951, 5.10661, -21.32476)  0.2566
H (26.42316, 4.35410, -22.16419)  0.2583
C (10.18787, 8.45551, -23.10243)  -0.5283
C (9.41782, 7.23875, -23.37045)  -0.6780
C (8.02101, 7.67944, -23.67279)  -0.3724
O (8.27230, 9.02193, -24.11544)  -0.4184
C (9.64096, 9.42377, -24.11002)  -0.4055
H (11.18561, 8.36631, -23.53212)  0.2804
H (10.01374, 8.79448, -22.08122)  0.3220
H (9.53990, 6.58194, -22.50918)  0.3473
H (9.67950, 6.73928, -24.30327)  0.2812
H (7.58056, 7.86525, -22.69321)  0.3084
H (7.66086, 6.91586, -24.36223)  0.2742
H (9.71011, 10.35179, -23.54249)  0.2533
H (10.02486, 9.36973, -25.12875)  0.3361
C (10.92438, 12.81120, -16.77501)  -0.5720
C (11.71241, 13.89630, -17.40228)  -0.6153
C (13.10952, 13.78121, -16.75583)  -0.3864
O (12.75212, 13.37999, -15.47379)  -0.4112
C (11.51632, 12.67427, -15.37518)  -0.3174
H (11.18033, 12.02645, -17.48689)  0.2213
H (9.83549, 12.85635, -16.79469)  0.3641
H (11.22373, 14.78980, -17.01378)  0.2824
H (11.69108, 13.74339, -18.48130)  0.3589
H (13.59619, 14.75623, -16.78000)  0.2897
H (13.61605, 13.03877, -17.37252)  0.2824
H (10.97483, 13.16848, -14.56855)  0.2661
H (11.88123, 11.65479, -15.25025)  0.2377

Atomic forces in eV per Å
-4.44 2.01 0.74
8.14 -6.89 -3.65
-1.71 -0.82 1.08
0.06 2.09 -0.74
0.24 0.11 1.05
-6.18 1.96 2.65
3.11 2.22 -1.50
0.62 -0.66 0.77
0.27 0.05 -0.29
1.61 -0.85 4.48
0.79 1.31 0.33
-4.42 1.01 -1.94
1.52 -0.91 -2.00
0.17 -0.28 -0.31
-0.99 0.55 0.31
1.58 -0.97 -0.32
-0.31 0.07 -0.62
3.60 -1.37 -0.84
1.08 0.75 1.29
-8.26 -1.82 -1.15
2.68 1.00 1.05
-0.04 0.22 -0.23
-0.05 -0.33 0.37
1.01 0.15 0.16
-0.03 1.42 -0.67
2.21 3.86 0.00
-0.21 1.68 0.37
-4.09 -1.20 1.64
3.06 -4.56 -2.35
-0.72 0.31 0.16
0.06 -0.34 -0.04
-0.24 -0.06 0.34
-0.11 0.25 -0.14
2.50 0.67 -0.26
-0.39 -1.30 1.07
-0.43 1.23 -2.02
-1.74 0.28 0.05
-0.41 -2.21 0.66
2.75 0.32 1.84
-1.46 0.17 -1.19
-0.09 -0.16 -0.86
0.18 0.17 0.76
-0.21 0.88 -0.08
-0.72 -0.06 0.05
-1.99 -0.80 0.45
1.22 -0.52 -1.50
-1.41 -2.51 4.29
-1.38 3.22 -2.68
0.91 1.47 -0.29
0.67 -1.43 -0.29
0.28 -0.41 0.85
0.35 -0.01 -0.12
0.03 -0.21 0.40
0.75 0.92 -1.21
0.56 0.30 0.09
-0.67 2.97 1.21
0.48 -1.12 -2.38
-1.99 -2.25 2.91
-0.50 0.43 -1.14
2.59 -1.30 -0.95
0.63 2.40 -0.01
-0.14 -0.69 0.39
-0.42 -0.95 0.45
0.06 -0.07 -0.01
0.16 0.11 0.06
-0.19 0.49 -0.56
-2.85 -0.26 -0.57
2.83 0.29 -0.51
-1.37 0.03 1.09
-1.35 -0.77 -0.33
1.36 0.84 0.44
-0.36 -0.07 -0.05
0.28 -0.18 0.03
0.30 0.11 -0.22
0.08 0.43 0.38
-0.07 -0.12 -0.16
-0.10 0.08 -0.09
0.58 -0.62 0.59
0.69 0.22 -0.60
0.45 -0.98 -0.44
-2.80 -1.11 0.38
1.80 -0.22 0.21
-1.42 -0.90 -0.14
1.42 0.56 1.46
0.06 0.11 0.08
0.21 -0.66 0.09
0.80 0.77 -0.50
-0.65 0.52 0.03
-0.26 0.78 -0.15
0.32 -0.12 -0.31
0.75 0.31 -0.53
-0.68 0.95 -0.18
0.19 -0.35 0.58
-0.58 1.45 -1.08
1.62 -0.37 -1.03
-0.48 -2.10 3.62
0.43 2.76 -0.94
-0.58 -0.02 -0.31
0.15 -0.26 -0.50
-0.53 -0.39 0.25
-0.26 -0.53 -0.52
-0.53 0.13 0.47
0.41 -0.12 -0.63
0.29 -0.15 0.07
-0.13 -0.04 0.02
1.71 0.32 -1.78
0.36 -2.22 0.06
1.85 1.44 1.87
-2.11 0.86 -1.85
-1.85 -0.54 1.74
0.82 -0.36 1.58
0.67 0.13 -0.10
-0.33 -0.54 -0.31
1.01 -0.21 0.23
-1.30 -0.80 -0.34
-1.14 0.84 -0.09
-0.12 0.78 -1.23
0.43 0.30 0.23
-0.35 -1.63 -0.39
-0.40 1.72 0.07
-2.48 -0.05 -1.40
1.66 0.72 1.54
1.48 -0.23 -1.49
-0.18 -1.23 0.87
0.05 0.53 -0.02
0.37 0.81 -0.80
0.05 0.78 -0.02
0.32 -0.27 0.33
0.76 -0.25 0.44
-0.28 -0.61 0.00
-1.00 -0.29 0.88